Here is a molecular structure, C6H12Cl2O2ReSe2 at a distorted geometry from the OMol25 dataset. Energies are from ωB97M-V with the def2-TZVPD basis set.

As for the spin multiplicity: 4. Its charge is +2. For the HOMO-LUMO gap (alpha / beta), the calculation gives 6.4 / 5.9 eV. As for the HOMO energy (alpha / beta): -15.6834 / -16.1775 eV. The value obtained for the total energy is -168358.354 eV.

Geometry (Å):
Re: -1.006 1.528 1.814
Se: 1.143 1.310 0.919
Se: -1.829 -0.450 0.942
Cl: -1.338 2.208 3.980
Cl: -2.128 3.563 1.649
O: 0.900 0.487 -2.812
O: 1.803 -2.983 -0.709
C: -0.092 -0.026 -1.965
C: 1.570 -0.364 -0.040
C: -0.598 -1.645 -0.050
C: -2.191 3.681 3.430
C: 0.480 -0.992 -0.893
C: 1.178 -2.154 -1.656
H: -0.786 -0.588 -2.593
H: -0.658 0.772 -1.470
H: 1.973 -3.857 -1.069
H: 1.224 1.344 -2.525
H: -1.268 -2.249 -0.663
H: 1.890 -1.684 -2.338
H: -0.157 -2.286 0.712
H: -1.661 4.568 3.767
H: 1.917 -1.063 0.719
H: -3.225 3.661 3.769
H: 0.435 -2.686 -2.259
H: 2.426 -0.095 -0.660

***

Here is a gas-phase ion, C4H11NP (charge +1) at a distorted geometry from the OMol25 dataset. Energies are from ωB97M-V with the def2-TZVPD basis set.

The calculation puts the relative energy (zero: lowest compared OMol25 entry of this formula, charge and spin) at 415.51 kJ/mol. Its charge is +1. For the HOMO-LUMO gap (alpha / beta), the calculation gives 8.8 / 5.8 eV. As for the HOMO energy (alpha / beta): -13.0482 / -11.5646 eV. The value obtained for the total energy is -15094.032 eV.

Geometry (Å):
P: 1.620 1.279 0.103
N: -0.892 -1.747 0.496
C: -0.042 -1.724 1.746
C: -0.833 -0.507 -0.314
C: 0.557 -0.103 -0.759
C: 0.870 2.767 -0.651
H: -0.651 -2.645 0.036
H: -1.896 -1.704 0.609
H: 1.119 -1.002 -0.529
H: -1.189 0.383 0.183
H: -1.531 -0.511 -1.150
H: 0.655 0.271 -1.805
H: 1.324 2.926 -1.586
H: -0.519 -1.373 2.598
H: 1.199 3.628 -0.090
H: -0.239 2.751 -0.749
H: 0.450 -2.689 1.862

***

Here is a molecular structure, C17H31CdF2N2O17S2 at a distorted geometry from the OMol25 dataset. Energies are from ωB97M-V with the def2-TZVPD basis set.

Its charge is +1. For the HOMO-LUMO gap, the calculation gives 7.5 eV. As for the HOMO energy: -11.6602 eV. The value obtained for the total energy is -87581.137 eV.

Geometry (Å):
Cd: 0.113 2.843 -2.189
S: 1.821 1.888 3.881
S: 2.790 -3.447 -2.218
F: 2.815 -1.899 3.528
F: -1.832 -4.236 0.153
O: 0.428 1.944 3.075
O: 2.560 -2.561 -3.528
O: -5.869 -3.161 -0.511
O: -3.682 -2.929 0.032
O: 3.491 -2.636 -1.284
O: 2.065 2.558 -2.991
O: 0.161 -3.673 2.462
O: 2.137 3.208 4.293
O: -1.705 3.550 -1.446
O: 1.264 -3.493 -1.823
O: 3.255 -4.706 -2.599
O: 2.215 -3.148 1.803
O: 1.183 1.082 5.112
O: -4.898 -4.582 0.926
O: 0.178 1.145 -1.027
O: 1.216 -4.932 0.928
O: 2.763 1.047 3.260
N: 3.968 1.668 -2.204
N: -3.945 3.516 -1.778
C: -0.682 1.745 3.961
C: -3.697 -4.523 1.708
C: -2.751 5.535 -2.379
C: 1.537 -1.639 -3.313
C: 0.533 -2.563 3.251
C: -2.775 4.147 -1.793
C: 3.395 1.089 -0.990
C: 1.851 -2.061 2.627
C: -0.065 1.710 5.341
C: 3.262 2.261 -3.149
C: -0.215 0.722 0.199
C: -4.128 2.162 -1.242
C: -4.921 -3.509 0.103
C: 3.917 2.486 -4.468
C: 0.691 -2.203 -2.142
C: -2.787 -3.602 0.891
C: 1.194 -4.038 1.663
H: 4.867 1.947 -4.526
H: -1.125 0.094 0.111
H: 2.489 1.604 -0.694
H: 0.915 -1.607 -1.254
H: -0.264 -1.818 3.266
H: 4.156 1.101 -0.212
H: -4.628 1.548 -1.979
H: -0.543 1.498 0.912
H: 1.740 -1.186 1.988
H: 1.951 -0.665 -3.049
H: 3.360 2.062 -5.301
H: 0.469 0.027 0.721
H: 0.991 -1.524 -4.247
H: -1.150 0.791 3.713
H: -3.964 -4.105 2.677
H: -0.376 -2.304 -2.277
H: -4.713 3.944 -2.269
H: -3.193 1.721 -0.909
H: -1.406 2.544 3.821
H: -1.941 6.137 -1.980
H: -3.653 6.079 -2.087
H: -0.647 1.266 6.142
H: -2.336 -2.814 1.491
H: 0.106 2.728 5.712
H: 0.702 -2.842 4.295
H: 4.849 1.287 -2.510
H: -2.746 5.438 -3.464
H: -4.706 2.235 -0.317
H: -3.319 -5.532 1.838
H: 3.141 0.035 -1.140
H: 4.120 3.547 -4.595

***

Here is a molecular structure, C5H6O at a distorted geometry from the OMol25 dataset. Energies are from ωB97M-V with the def2-TZVPD basis set.

The calculation puts the relative energy (zero: lowest compared OMol25 entry of this formula, charge and spin) at 300.15 kJ/mol. Its charge is 0. For the HOMO-LUMO gap, the calculation gives 10.4 eV. As for the HOMO energy: -9.2113 eV. The value obtained for the total energy is -7326.174 eV.

Geometry (Å):
O: 0.523 -1.456 -0.153
C: -0.648 -0.805 0.411
C: 0.444 0.961 0.110
C: -0.081 0.274 1.354
C: -0.665 0.213 -0.775
C: 0.718 -0.267 -0.903
H: -1.414 0.586 -1.469
H: 1.450 -0.242 -1.709
H: -1.439 -1.498 0.709
H: 0.687 2.009 -0.075
H: 0.690 -0.053 2.073
H: -0.884 0.850 1.831

***

Here is C4H8O3 in the gas phase from the OMol25 dataset. Energies are from ωB97M-V with the def2-TZVPD basis set.

The calculation puts the relative energy (zero: lowest compared OMol25 entry of this formula, charge and spin) at 255.69 kJ/mol. Its charge is 0. For the HOMO-LUMO gap, the calculation gives 10.7 eV. As for the HOMO energy: -9.9376 eV. The value obtained for the total energy is -10418.354 eV.

Geometry (Å):
O: -0.625 0.146 0.839
O: -1.049 0.121 -1.454
O: 1.910 0.037 -1.154
C: -1.897 -0.428 1.057
C: 1.039 1.064 -0.651
C: -0.086 0.053 -0.443
C: 1.021 -0.996 -0.716
H: -1.225 -0.773 -1.774
H: 0.832 -1.732 -1.511
H: 1.398 1.481 0.298
H: -2.180 -0.144 2.073
H: -2.636 -0.034 0.351
H: 0.838 1.852 -1.382
H: -1.882 -1.526 0.991
H: 1.385 -1.500 0.187

***

Here is a molecular structure, C49H43AsN3O2PPt at a distorted geometry from the OMol25 dataset. Energies are from ωB97M-V with the def2-TZVPD basis set.

The calculation puts the relative energy (zero: lowest compared OMol25 entry of this formula, charge and spin) at 123.91 kJ/mol. Its charge is +2. For the HOMO-LUMO gap, the calculation gives 5.4 eV. As for the HOMO energy: -12.0738 eV. The value obtained for the total energy is -133437.927 eV.

Geometry (Å):
Pt: 0.935 1.518 -1.488
As: -3.118 -2.639 0.789
P: 0.530 0.085 0.262
O: -1.067 2.206 -5.172
O: 2.881 4.812 -0.069
N: 0.789 3.382 -2.454
N: 2.151 2.732 -0.410
N: 0.134 1.100 -3.626
C: -0.140 2.312 1.762
C: -2.396 -4.923 4.260
C: 0.349 5.869 -3.477
C: -5.586 1.284 1.732
C: 6.285 0.628 1.245
C: -1.715 -3.781 -3.525
C: -1.004 -3.022 -2.609
C: 0.421 0.345 3.045
C: -4.944 -0.479 0.226
C: 5.492 0.131 -0.967
C: -4.564 -3.654 3.080
C: 0.017 3.514 -3.517
C: 0.066 1.016 4.207
C: 2.147 3.981 -0.746
C: -2.229 -4.221 3.071
C: -0.350 2.204 -4.082
C: 5.177 1.432 1.460
C: -4.703 0.788 2.687
C: 0.317 0.991 1.812
C: -4.091 -1.004 1.191
C: -0.735 -1.271 -4.235
C: 1.768 -1.200 0.538
C: -0.488 2.978 2.927
C: -1.916 -3.294 -4.809
C: -1.104 -0.722 0.119
C: -0.394 2.324 4.149
C: -3.646 -4.993 4.855
C: 4.377 0.932 -0.750
C: 1.348 4.432 -1.882
C: 2.795 -1.027 1.465
C: -0.189 0.060 -4.680
C: -1.307 -1.883 1.089
C: 1.175 5.712 -2.367
C: 6.450 -0.013 0.022
C: 3.092 2.567 0.726
C: -1.436 -2.043 -5.160
C: -4.729 -4.355 4.266
C: 2.808 -3.249 -0.202
C: -5.695 0.661 0.498
C: 1.783 -2.321 -0.293
C: -0.503 -1.779 -2.975
C: 3.824 -3.071 0.729
C: -0.251 4.757 -4.064
C: 3.642 4.005 0.893
C: -1.157 0.818 -5.609
C: 4.223 1.598 0.459
C: -3.308 -3.566 2.486
C: -3.964 -0.355 2.421
C: 3.807 -1.970 1.571
H: -1.606 -1.676 -6.167
H: -4.605 1.284 3.645
H: -1.819 0.077 0.340
H: 4.687 4.071 0.606
H: 0.144 0.512 5.161
H: -0.839 4.000 2.886
H: -1.279 -1.027 -0.906
H: 3.499 4.429 1.881
H: -0.222 2.812 0.805
H: -0.683 2.834 5.058
H: 0.750 -0.136 -5.201
H: 2.806 -4.119 -0.845
H: -0.900 4.844 -4.924
H: -5.037 -0.974 -0.734
H: -0.847 -3.408 -1.609
H: -6.202 2.144 1.961
H: 2.812 -0.161 2.110
H: 7.328 -0.621 -0.156
H: -3.304 -0.757 3.182
H: -1.551 -5.429 4.711
H: -5.415 -3.162 2.623
H: 0.792 -0.669 3.103
H: 0.997 -2.477 -1.020
H: 2.510 2.261 1.596
H: -2.451 -3.890 -5.537
H: 0.086 -1.190 -2.290
H: 0.180 6.853 -3.891
H: 4.584 -1.839 2.313
H: -5.708 -4.414 4.725
H: -2.187 0.489 -5.501
H: -3.779 -5.555 5.770
H: -1.248 -1.548 2.126
H: -1.249 -4.190 2.608
H: 7.023 0.510 2.027
H: -2.105 -4.749 -3.240
H: 4.623 -3.798 0.803
H: -0.569 -2.669 0.936
H: 5.059 1.942 2.412
H: 3.637 1.035 -1.532
H: 1.662 6.551 -1.889
H: 5.615 -0.370 -1.919
H: -6.377 1.050 -0.247
H: -0.867 0.794 -6.654

***

Here is a molecular structure, C19H17F5FeN2S at a distorted geometry from the OMol25 dataset. Energies are from ωB97M-V with the def2-TZVPD basis set.

As for the spin multiplicity: 5. Its charge is 0. For the HOMO-LUMO gap (alpha / beta), the calculation gives 6.0 / 6.2 eV. As for the HOMO energy (alpha / beta): -7.1440 / -7.7125 eV. The value obtained for the total energy is -81765.414 eV.

Geometry (Å):
Fe: 0.200 -0.049 -0.618
S: 2.311 -0.110 0.351
F: 3.088 2.263 1.867
F: 2.921 -2.496 2.221
F: 3.438 2.463 4.568
F: 3.647 0.160 6.086
F: 3.353 -2.302 4.913
N: 0.493 1.270 -1.886
N: 0.342 -1.305 -1.911
C: 0.641 2.621 -1.735
C: 3.000 1.145 2.635
C: 0.940 1.475 -4.287
C: 0.544 -0.726 -3.160
C: 0.265 -3.455 -2.927
C: -0.615 -0.557 2.389
C: 1.047 2.849 -4.128
C: 0.644 0.720 -3.147
C: 2.938 -1.274 2.815
C: 3.253 1.249 4.006
C: 3.193 -1.175 4.190
C: 2.737 -0.110 2.029
C: 0.889 3.422 -2.858
C: 0.183 -2.661 -1.780
C: 0.661 -1.509 -4.303
C: -0.666 0.896 2.233
C: 0.507 -2.889 -4.188
C: -1.955 -0.041 -0.357
C: 3.339 0.085 4.765
H: 0.861 -0.962 -5.223
H: 0.572 -3.508 -5.075
H: 0.555 3.021 -0.721
H: 0.074 -0.792 3.213
H: 0.122 -4.528 -2.786
H: 1.092 0.913 -5.206
H: 0.964 4.490 -2.694
H: -0.028 -3.066 -0.768
H: -2.266 -1.007 -0.802
H: -1.678 1.275 2.428
H: -1.658 -0.855 2.483
H: -2.307 0.810 -0.973
H: 1.278 3.455 -4.987
H: 0.075 1.180 2.964
H: -2.332 0.039 0.677
H: -0.223 -1.182 1.536
H: -0.335 1.274 1.239

***

Here is a molecular structure, C28H30BF18O21V at a distorted geometry from the OMol25 dataset. Energies are from ωB97M-V with the def2-TZVPD basis set.

As for the spin multiplicity: 2. Its charge is +1. For the HOMO-LUMO gap (alpha / beta), the calculation gives 3.4 / 4.1 eV. As for the HOMO energy (alpha / beta): -12.1784 / -12.1784 eV. The value obtained for the total energy is -147796.324 eV.

Geometry (Å):
V: -1.154 5.518 -1.698
F: 9.146 5.469 -1.809
F: -7.020 -5.663 0.700
F: -0.682 -6.680 -3.817
F: 0.664 7.000 3.725
F: -4.319 -0.622 0.671
F: -0.389 -7.942 -2.070
F: -6.070 -5.302 -1.229
F: -4.481 3.452 0.155
F: 0.639 8.111 1.887
F: 2.134 6.546 2.174
F: -5.434 1.843 -0.923
F: -5.680 3.880 -1.607
F: 0.679 -8.363 -3.869
F: -2.752 -1.962 0.138
F: -6.103 -3.741 0.296
F: -2.990 -0.087 -0.983
F: 9.996 3.700 -0.854
F: 8.384 3.493 -2.314
O: -0.125 5.718 0.572
O: -0.192 3.653 -1.078
O: 1.498 -6.343 -1.421
O: 0.134 1.485 -1.070
O: -1.564 -0.688 2.051
O: -4.533 -6.875 0.686
O: 2.141 -6.013 -3.536
O: 2.170 1.405 0.036
O: 0.670 -0.534 0.218
O: 0.728 -2.792 0.187
O: 2.418 3.612 0.376
O: 7.947 5.213 0.694
O: -2.714 3.827 -1.905
O: -3.526 1.894 -2.650
O: -0.316 6.838 -1.950
O: -0.648 5.099 2.642
O: -3.795 -4.812 1.036
O: 6.902 3.459 -0.231
O: 1.767 -0.192 -1.810
O: -2.139 1.303 1.188
O: 1.988 -2.353 -2.402
C: -0.453 -1.290 4.024
C: 1.837 2.643 -0.022
C: -2.187 0.104 1.197
C: -5.986 -5.056 0.093
C: 7.834 4.419 -0.182
C: 0.883 6.912 2.412
C: -3.581 2.977 -1.951
C: 5.198 2.119 0.649
C: 5.874 3.446 0.761
C: 1.393 -6.469 -2.738
C: 2.680 -5.805 0.585
C: -1.644 4.138 2.285
C: -2.504 1.745 -3.653
C: 0.478 2.680 -0.763
C: 8.875 4.248 -1.317
C: 0.925 -1.731 -0.304
C: -2.512 -5.248 1.460
C: -2.773 4.227 3.283
C: -4.833 3.001 -1.049
C: -4.689 -5.700 0.609
C: -2.903 0.678 -4.666
C: -0.051 5.854 1.775
C: -3.056 -0.677 0.212
C: 2.531 -5.485 -0.890
C: 0.202 -7.366 -3.102
C: -0.715 -0.143 3.083
C: -1.497 -5.248 0.321
C: 1.614 -1.506 -1.660
B: 1.198 0.512 -0.648
H: -3.637 3.575 3.183
H: -1.583 1.396 -3.173
H: -2.236 -4.545 2.249
H: 3.463 -5.655 -1.429
H: 6.274 3.572 1.768
H: 0.136 0.248 2.522
H: -3.250 1.174 -5.573
H: 0.045 -2.114 3.507
H: 4.858 1.958 -0.376
H: -1.174 3.154 2.271
H: 2.265 -4.447 -1.081
H: 1.774 -5.924 1.174
H: -2.347 3.951 4.253
H: -0.529 -5.516 0.741
H: -2.243 2.740 -4.016
H: -2.110 -0.021 -4.910
H: -2.012 4.315 1.268
H: -2.523 -6.200 1.995
H: -1.701 -6.051 -0.390
H: -1.528 -4.300 -0.209
H: 4.303 2.075 1.268
H: -1.386 -1.670 4.434
H: -3.759 0.116 -4.292
H: 5.178 4.236 0.467
H: 3.279 -4.998 1.009
H: 0.265 -1.057 4.810
H: 5.812 1.266 0.939
H: 3.227 -6.744 0.683
H: -3.081 5.271 3.352
H: -1.297 0.657 3.551

***

Here is 5 unconnected molecules or ions with the total composition C10H30O5 at a distorted geometry from the OMol25 dataset. Energies are from ωB97M-V with the def2-TZVPD basis set.

The calculation puts the relative energy (zero: lowest compared OMol25 entry of this formula, charge and spin) at 722.94 kJ/mol. Its charge is 0. For the HOMO-LUMO gap, the calculation gives 9.3 eV. As for the HOMO energy: -9.1296 eV. The value obtained for the total energy is -21085.700 eV.

Geometry (Å):
O: -5.308 -0.925 3.471
O: -0.505 2.661 -1.097
O: 4.920 0.213 -0.689
O: 2.404 -1.586 -1.229
O: 0.841 0.371 -0.245
C: 2.919 -2.831 -0.965
C: 4.430 1.501 -0.218
C: -1.406 3.498 -3.207
C: 4.108 1.280 1.180
C: -1.231 -1.002 0.399
C: -6.165 -0.558 2.420
C: 0.026 -0.028 0.884
C: 2.602 -3.102 0.474
C: -0.963 2.295 -2.348
C: -5.171 -0.673 1.191
H: 5.116 2.331 -0.309
H: -1.995 3.401 -3.940
H: -1.916 1.581 -2.108
H: 3.207 -2.563 1.102
H: -0.430 3.750 -3.528
H: -1.936 -0.508 -0.258
H: -6.368 0.437 2.523
H: -0.864 -1.855 -0.270
H: 3.601 1.767 -0.710
H: -0.164 1.596 -2.875
H: 3.765 2.158 1.719
H: -5.818 -0.561 4.341
H: -0.208 0.780 1.502
H: -0.012 1.900 -0.818
H: 5.007 1.087 1.870
H: 1.637 -0.408 -0.504
H: -6.941 -1.275 2.433
H: 4.134 -0.528 -1.037
H: 1.621 -2.717 0.509
H: 3.895 -2.996 -1.227
H: 2.232 -3.622 -1.558
H: -4.893 -1.584 1.252
H: -1.707 -1.234 1.450
H: 3.333 0.549 1.435
H: 0.708 -0.738 1.177
H: -1.796 4.005 -2.349
H: 2.618 -1.274 -2.157
H: -4.428 -0.182 1.295
H: 2.762 -4.046 0.741
H: -5.659 -0.366 0.280

***

Here is 2 unconnected molecules or ions with the total composition C7H11N at a distorted geometry from the OMol25 dataset. Energies are from ωB97M-V with the def2-TZVPD basis set.

The calculation puts the relative energy (zero: lowest compared OMol25 entry of this formula, charge and spin) at 577.46 kJ/mol. Its charge is 0. For the HOMO-LUMO gap (alpha / beta), the calculation gives 8.5 / 8.5 eV. As for the HOMO energy (alpha / beta): -7.5609 / -7.5614 eV. The value obtained for the total energy is -8921.744 eV.

Geometry (Å):
N: 0.460 0.227 -0.912
C: -0.806 0.093 -0.085
C: -1.255 1.243 -0.997
C: -1.472 -1.291 -0.317
C: -0.035 1.337 -1.530
C: -0.778 0.511 1.326
C: 2.317 0.153 -0.064
C: 2.521 -0.878 0.724
H: -1.165 -1.633 -1.255
H: 0.471 2.001 -2.231
H: -0.054 -0.216 1.838
H: -0.553 1.605 1.378
H: -1.798 0.272 1.646
H: 1.683 -1.445 1.105
H: -2.456 -1.145 -0.103
H: 2.883 0.723 -0.726
H: -2.308 1.588 -1.093
H: 3.510 -1.229 0.794
H: -1.163 -1.916 0.501